{
  "formula": "C67H151F2NO5P4S2",
  "method": "wB97M-V/def2-TZVPD",
  "de_lowest_kcal_mol": 0.0,
  "e_lumo_ha": -0.1324,
  "charge": 2,
  "multiplicity": 1,
  "elements": ["C", "C", "C", "O", "H", "H", "H", "H", "H", "H", "H", "C", "C", "C", "C", "P", "C", "C", "C", "C", "C", "C", "C", "C", "C", "C", "C", "C", "H", "H", "H", "H", "H", "H", "H", "H", "H", "H", "H", "H", "H", "H", "H", "H", "H", "H", "H", "H", "H", "H", "H", "H", "H", "H", "H", "H", "H", "H", "H", "H", "H", "H", "H", "H", "C", "C", "C", "C", "P", "C", "C", "C", "C", "C", "C", "C", "C", "C", "C", "C", "C", "H", "H", "H", "H", "H", "H", "H", "H", "H", "H", "H", "H", "H", "H", "H", "H", "H", "H", "H", "H", "H", "H", "H", "H", "H", "H", "H", "H", "H", "H", "H", "H", "H", "H", "H", "H", "C", "C", "C", "C", "P", "C", "C", "C", "C", "C", "C", "C", "C", "C", "C", "C", "C", "H", "H", "H", "H", "H", "H", "H", "H", "H", "H", "H", "H", "H", "H", "H", "H", "H", "H", "H", "H", "H", "H", "H", "H", "H", "H", "H", "H", "H", "H", "H", "H", "H", "H", "H", "H", "C", "C", "C", "C", "P", "C", "C", "C", "C", "C", "C", "C", "C", "C", "C", "C", "C", "H", "H", "H", "H", "H", "H", "H", "H", "H", "H", "H", "H", "H", "H", "H", "H", "H", "H", "H", "H", "H", "H", "H", "H", "H", "H", "H", "H", "H", "H", "H", "H", "H", "H", "H", "H", "N", "S", "O", "O", "F", "S", "O", "O", "F"],
  "positions_angstrom": [[-0.2705, 1.3252, 1.1506], [-0.4858, 1.5582, -0.3620], [-1.1774, 2.8685, -0.5225], [0.6795, 1.5552, -1.1771], [0.5599, 1.8982, 1.5633], [-0.1163, 0.3062, 1.5055], [-1.1355, 1.6775, 1.7125], [-1.1225, 0.7354, -0.6873], [-2.0927, 2.9167, 0.0674], [-1.4183, 2.9584, -1.5818], [-0.5687, 3.7141, -0.2024], [2.0670, 6.1514, -0.5142], [2.4973, 5.7378, 0.9202], [3.5143, 4.5303, 0.9230], [3.2079, 3.2035, 0.0708], [4.3344, 1.7192, -0.0027], [5.4904, 2.0468, -1.3326], [4.8249, 1.7874, -2.6670], [5.7989, 2.1148, -3.7587], [6.2096, 3.5127, -3.9462], [5.2796, 1.6693, 1.5274], [4.4580, 1.2924, 2.7316], [5.3616, 1.1142, 4.0178], [6.1746, -0.1844, 4.1384], [3.4271, 0.1382, -0.0660], [4.1347, -1.1286, 0.2564], [5.4312, -1.4789, -0.5387], [5.6025, -3.0482, -0.5629], [1.4838, 5.3648, -0.9928], [2.8269, 6.3883, -1.2589], [1.3772, 6.9847, -0.3806], [1.5557, 5.5493, 1.4359], [2.8934, 6.5835, 1.4823], [3.8067, 4.0499, 1.8567], [4.4440, 4.8150, 0.4305], [2.7298, 3.3860, -0.8916], [2.4234, 2.6741, 0.6116], [6.3444, 1.4069, -1.1109], [5.8556, 3.0444, -1.0884], [4.0020, 2.4453, -2.9464], [4.4446, 0.7711, -2.5644], [5.3885, 1.6476, -4.6539], [6.7181, 1.5814, -3.5167], [6.4971, 4.0605, -3.0488], [5.4132, 4.1421, -4.3433], [7.0531, 3.6255, -4.6273], [5.5345, 2.7287, 1.5579], [6.2874, 1.2858, 1.3682], [3.8026, 0.4215, 2.7380], [3.7922, 2.1157, 2.9900], [4.8134, 1.2016, 4.9558], [6.0955, 1.9168, 4.0899], [6.8689, -0.3582, 3.3163], [5.6622, -1.1423, 4.2282], [6.8285, -0.1657, 5.0103], [2.8621, 0.1311, -0.9981], [2.5651, 0.2063, 0.5976], [3.3745, -1.8840, 0.0577], [4.4594, -1.0878, 1.2961], [6.3209, -1.0923, -0.0417], [5.4724, -0.9414, -1.4860], [4.6106, -3.4869, -0.6712], [6.2198, -3.4196, 0.2550], [6.0315, -3.2187, -1.5503], [0.8473, -9.7234, 6.1567], [0.8100, -10.0265, 4.6825], [-0.3847, -9.2820, 3.9637], [-0.1961, -7.8106, 3.8209], [-1.0531, -6.9836, 2.3979], [-2.7590, -7.5363, 2.3940], [-3.8099, -6.7460, 1.5658], [-4.9685, -7.6318, 1.2698], [-4.6035, -8.8354, 0.3512], [-0.2086, -7.5767, 0.9226], [1.3056, -7.2974, 0.7888], [1.9585, -7.8854, -0.4157], [3.3962, -7.4535, -0.7040], [-0.7362, -5.2204, 2.5603], [-0.7330, -4.3584, 1.2643], [0.2439, -3.2113, 1.2005], [0.3647, -2.5038, -0.1911], [1.0768, -8.6813, 6.3791], [1.6331, -10.3260, 6.6123], [-0.1022, -10.0500, 6.5807], [0.6918, -11.1079, 4.6151], [1.7405, -9.7774, 4.1724], [-1.2646, -9.5466, 4.5501], [-0.5464, -9.7856, 3.0106], [0.8113, -7.4173, 3.6848], [-0.5412, -7.3085, 4.7247], [-3.0263, -7.2489, 3.4109], [-2.6695, -8.6226, 2.4017], [-3.2231, -6.2888, 0.7691], [-4.1511, -5.9089, 2.1748], [-5.7275, -7.0768, 0.7186], [-5.3926, -7.8315, 2.2539], [-4.0604, -8.5249, -0.5414], [-5.4370, -9.3226, -0.1546], [-4.1156, -9.6624, 0.8671], [-0.7335, -7.1232, 0.0818], [-0.3439, -8.6545, 0.8323], [1.8187, -7.4709, 1.7347], [1.4095, -6.2129, 0.7549], [1.3709, -7.5368, -1.2650], [1.8038, -8.9401, -0.6434], [4.1130, -7.9407, -0.0430], [3.5156, -6.3995, -0.4530], [3.8113, -7.6143, -1.6989], [0.2498, -5.0678, 2.9992], [-1.3869, -4.7463, 3.2951], [-1.6713, -3.8140, 1.1577], [-0.7535, -4.9890, 0.3754], [1.2066, -3.6961, 1.3623], [-0.0332, -2.4407, 1.9200], [-0.5673, -2.3174, -0.7246], [1.1126, -3.1088, -0.7036], [0.8249, -1.5272, -0.0406], [-6.6698, 3.1221, -0.2461], [-7.0561, 3.6818, 1.1426], [-5.8545, 3.4262, 2.1132], [-5.7420, 4.2762, 3.3957], [-4.3996, 4.0046, 4.5229], [-2.8748, 4.5874, 3.7347], [-1.6287, 4.5070, 4.6069], [-0.4021, 4.9032, 3.6939], [0.7707, 5.1441, 4.5459], [-4.2099, 2.2817, 4.9163], [-3.1502, 1.4160, 4.1135], [-3.5980, -0.0300, 3.7253], [-4.3920, -0.0820, 2.4527], [-4.7201, 4.8139, 6.1550], [-3.6052, 4.8009, 7.2802], [-4.3692, 4.9933, 8.6092], [-3.4275, 4.9365, 9.8545], [-7.3689, 3.3447, -1.0522], [-6.6395, 2.0330, -0.2141], [-5.6562, 3.4318, -0.5003], [-7.9476, 3.3175, 1.6532], [-7.1013, 4.7612, 0.9976], [-4.9186, 3.4907, 1.5582], [-5.8794, 2.3411, 2.2132], [-6.7208, 4.2919, 3.8750], [-5.6032, 5.3251, 3.1336], [-3.0129, 5.6505, 3.5375], [-2.7355, 4.0027, 2.8253], [-1.4084, 3.4866, 4.9206], [-1.6510, 5.1886, 5.4572], [-0.6436, 5.7720, 3.0816], [-0.0812, 4.0318, 3.1230], [0.5257, 5.9365, 5.2531], [1.5456, 5.4635, 3.8490], [1.1480, 4.2308, 5.0059], [-5.1651, 1.7904, 4.7313], [-3.9110, 2.2205, 5.9628], [-2.2650, 1.4820, 4.7462], [-2.8932, 1.9207, 3.1822], [-4.1268, -0.5311, 4.5361], [-2.6948, -0.5827, 3.4670], [-4.2107, -1.0384, 1.9621], [-4.0990, 0.6696, 1.7197], [-5.4631, -0.0065, 2.6398], [-5.6852, 4.6647, 6.6392], [-4.8378, 5.8578, 5.8643], [-2.8355, 5.5684, 7.1981], [-3.1000, 3.8397, 7.3747], [-5.2533, 4.3573, 8.6527], [-4.7570, 6.0116, 8.6351], [-3.1601, 5.9459, 10.1668], [-2.4550, 4.4481, 9.7917], [-3.9287, 4.5311, 10.7335], [-3.6961, -0.5271, -2.4607], [-3.3356, -1.0616, -3.8132], [-1.8558, -1.0084, -4.2851], [-1.2040, 0.4286, -4.0191], [0.3006, 0.8906, -4.9580], [0.0565, 0.3189, -6.7012], [1.1171, 0.9616, -7.6920], [0.9425, 0.5082, -9.1572], [1.6140, 1.4560, -10.2041], [0.3892, 2.7581, -4.6722], [1.6111, 3.6734, -5.0747], [1.3161, 5.1623, -4.9811], [0.8871, 5.9090, -6.2918], [1.7906, -0.0898, -4.4855], [1.4916, -1.6022, -4.0210], [2.7663, -2.2457, -3.3287], [3.9620, -2.3791, -4.1386], [-3.1216, 0.3339, -2.1188], [-3.7801, -1.3270, -1.7250], [-4.7348, -0.2084, -2.3735], [-3.9078, -0.5016, -4.5529], [-3.6072, -2.1080, -3.9525], [-1.8139, -1.3283, -5.3262], [-1.3651, -1.8649, -3.8228], [-0.9680, 0.4768, -2.9560], [-1.9244, 1.2178, -4.2343], [-0.9483, 0.5258, -7.0697], [0.2410, -0.7528, -6.7748], [2.1208, 0.7363, -7.3318], [1.1216, 2.0513, -7.6648], [-0.1098, 0.4725, -9.4390], [1.4200, -0.4646, -9.2751], [1.1818, 2.4555, -10.2523], [1.7004, 0.9495, -11.1654], [2.6597, 1.6346, -9.9536], [0.3037, 2.9310, -3.5994], [-0.5709, 3.1313, -5.0289], [2.0182, 3.4107, -6.0511], [2.5207, 3.3726, -4.5549], [2.2393, 5.5956, -4.5964], [0.6939, 5.3951, -4.1169], [0.9388, 6.9931, -6.1908], [-0.0952, 5.7718, -6.7438], [1.6366, 5.6130, -7.0258], [2.2731, 0.3836, -3.6304], [2.5899, -0.1027, -5.2265], [1.3625, -2.2393, -4.8960], [0.5946, -1.4560, -3.4193], [2.4298, -3.2311, -3.0064], [3.0077, -1.7930, -2.3670], [3.6139, -2.7811, -5.0901], [4.6422, -3.1637, -3.8074], [4.5300, -1.4685, -4.3291], [-4.7578, 3.9352, -5.8054], [-3.4641, 3.7374, -6.5588], [-3.0301, 2.3762, -6.7652], [-2.4616, 4.7542, -6.5316], [-4.2632, 4.0747, -7.9209], [-4.2552, 3.1798, -4.4017], [-2.9071, 3.3736, -3.9144], [-5.0530, 2.1114, -3.8178], [-4.9761, 4.3603, -3.6369]],
  "forces_ev_per_angstrom": [[0.15, 0.08, 0.48], [2.46, -0.34, -0.53], [-0.83, 0.37, -0.41], [-0.49, -0.44, 1.09], [0.32, 0.27, -0.22], [0.12, -0.41, -0.40], [-0.35, 0.04, 0.06], [-0.75, -0.24, -0.10], [-0.45, 0.02, -0.02], [-0.15, 0.42, 0.03], [0.35, -0.04, -0.08], [-0.39, -0.25, 0.48], [0.29, -1.10, -0.98], [0.84, -1.55, -1.42], [-1.51, -0.46, 1.14], [-0.58, 1.04, 0.52], [-0.39, -0.23, 1.37], [0.21, 1.19, 0.24], [0.97, -2.70, -0.32], [-0.30, 2.22, -0.34], [0.02, 0.96, -0.93], [0.75, 0.00, 2.86], [0.35, -0.48, -0.10], [0.60, -0.41, -0.32], [-1.03, 1.48, -0.74], [1.75, -0.11, -0.38], [-0.38, -0.58, 1.10], [-0.29, 1.83, -1.79], [-0.14, -0.22, 0.21], [0.38, 0.29, 0.47], [0.15, 0.20, -0.36], [0.03, -0.66, 0.13], [0.54, -0.06, -0.22], [-0.24, 0.98, 0.63], [0.21, 0.92, 0.39], [0.26, -0.20, -0.19], [-0.72, 0.15, -0.10], [0.16, -0.34, -0.60], [-0.16, 0.33, -0.45], [-0.64, 0.02, 1.02], [0.15, -0.16, -0.96], [0.27, 0.28, -0.43], [0.18, -0.47, -0.26], [0.16, -0.38, 0.36], [-0.23, -0.04, -0.26], [-0.06, -0.24, -0.06], [-0.01, 0.40, 0.65], [-0.24, -1.00, 0.20], [0.21, -0.19, -0.85], [-0.11, 0.18, -0.26], [-0.57, 0.08, -0.25], [-0.04, 0.26, -0.30], [0.02, 0.30, -0.34], [-0.73, 0.24, -0.02], [-0.09, 0.30, 0.15], [0.12, -0.06, -0.44], [0.01, 0.59, 0.35], [0.20, -0.34, 0.41], [-0.48, -0.49, 0.23], [-0.06, 0.22, 0.38], [-0.35, -0.68, -0.54], [0.05, -0.30, 0.59], [-0.30, -0.10, -0.18], [0.63, -0.61, 0.27], [0.44, -0.17, 0.14], [-0.69, 0.57, -0.66], [0.88, -2.25, 0.20], [-0.77, 1.87, -0.23], [1.17, -1.05, 0.51], [0.13, 1.41, 1.40], [1.81, 0.05, 0.21], [-0.53, -0.41, -1.69], [-0.55, -0.23, 0.21], [0.51, -0.26, -0.56], [-0.36, 1.10, 1.49], [-0.14, -0.17, -2.50], [0.60, 0.14, 1.16], [0.19, 1.42, -0.33], [-2.03, 0.21, -0.52], [0.55, -0.08, -0.94], [0.58, -0.46, 1.18], [-0.26, 0.06, 0.11], [-0.02, 0.06, 0.17], [0.01, 0.31, 0.31], [-0.22, 0.03, -0.45], [0.12, 0.06, 0.03], [-0.23, 0.42, 0.02], [0.13, 0.10, -0.29], [0.41, -0.58, 0.05], [-0.12, 0.20, 0.09], [0.02, -0.53, 0.56], [-0.50, -0.04, -0.54], [-0.73, -0.13, -0.85], [0.09, 0.04, 0.10], [-0.08, 0.24, 0.17], [-0.23, -0.77, -0.19], [0.66, 0.30, 0.36], [-0.62, 0.20, 0.57], [0.39, 0.19, -0.03], [-0.06, -0.10, -0.23], [-0.39, -0.11, 0.18], [0.13, -0.79, 0.04], [0.06, 0.33, -0.46], [-0.20, 0.61, -0.22], [0.26, -0.47, 1.08], [-0.07, -0.25, 0.19], [-0.08, 0.24, -0.24], [-0.66, -0.09, -0.15], [0.30, -0.58, 0.14], [-0.31, -0.31, 0.09], [-0.66, -0.48, 0.25], [0.63, 0.01, -0.14], [0.49, 0.72, 0.62], [0.34, -0.32, 0.47], [0.03, -0.38, -0.07], [-0.44, 0.10, -0.85], [-0.04, 0.12, -0.02], [-0.48, -0.94, 0.66], [1.78, 1.10, 0.14], [0.49, -0.77, -0.93], [-1.27, 0.22, -0.78], [0.19, -0.49, 1.20], [-0.42, 0.35, 1.12], [1.26, -0.05, -1.52], [-1.42, -1.24, 0.84], [1.15, 0.88, -0.02], [0.62, -1.78, -0.78], [-0.57, 0.54, 0.20], [1.06, 1.01, 0.26], [-0.80, -0.22, -0.53], [1.31, 1.45, -0.42], [-1.42, -0.70, 0.36], [1.26, 0.78, 0.50], [-0.42, 0.35, 0.41], [0.09, 0.38, 0.17], [0.06, -0.21, 0.06], [-0.19, 0.28, -0.20], [-0.21, -0.05, -0.56], [-0.52, 0.18, 0.23], [0.11, 0.61, -0.27], [-0.10, -0.14, 1.14], [0.08, -0.25, 0.57], [0.01, 0.23, -0.39], [-0.22, -0.02, -0.56], [-0.12, 0.24, -0.19], [-0.24, 0.05, 0.40], [-0.17, -0.17, -0.04], [0.01, -0.15, -0.19], [-0.78, 0.08, -0.84], [0.59, -0.08, 0.30], [0.44, 0.33, 0.42], [-0.21, 0.11, 0.38], [-0.32, 0.20, 0.47], [-0.48, -0.05, 0.08], [0.19, -0.61, -0.24], [0.06, -0.05, -0.07], [0.17, -0.03, 0.11], [0.28, -0.04, 0.63], [-0.24, -0.09, -0.02], [0.05, 0.15, 0.09], [-0.08, 0.11, -0.20], [-0.10, -0.97, -0.52], [0.11, 0.41, -0.11], [-0.21, 0.02, -0.33], [0.09, -0.13, -0.36], [0.32, -0.39, 0.21], [-0.27, 0.05, -0.25], [-0.09, 0.18, -0.18], [-0.22, -0.47, -0.59], [-0.10, -0.20, -0.13], [-0.89, -0.29, 1.14], [0.34, 0.35, -1.66], [-0.15, 0.67, 0.35], [0.15, -1.90, -0.07], [-0.23, 0.05, -0.34], [1.12, 1.31, -0.88], [-0.47, 0.17, 0.21], [0.61, 0.87, -0.37], [0.69, -0.51, 0.89], [0.92, 0.01, -0.06], [-0.37, -1.60, -1.03], [-0.05, 0.79, 0.22], [0.65, -0.30, 0.35], [0.32, -0.94, 1.02], [1.78, 1.75, -0.37], [-2.76, 0.46, 2.05], [1.07, -0.70, -2.02], [0.22, -0.24, 0.08], [1.05, -0.14, 0.43], [-0.11, 0.41, -0.81], [-0.09, 0.05, -0.11], [-0.35, -0.03, 0.24], [-0.22, 0.54, -0.30], [0.59, 0.46, 0.59], [0.26, 0.38, 0.08], [-0.07, 0.04, -0.13], [-0.10, 0.15, 0.25], [-0.20, -0.16, 0.49], [0.17, -0.38, -0.11], [-0.59, 0.15, 0.11], [-0.09, -0.34, 0.27], [-0.36, -0.23, -0.05], [-0.40, -0.25, -0.23], [-0.57, 0.28, -0.15], [0.20, -0.04, 0.34], [-0.09, -0.80, 0.41], [-0.02, 0.04, -0.60], [-0.68, 0.26, -0.72], [-0.26, 0.16, 1.13], [0.37, 0.36, -0.56], [-0.73, -0.30, -0.16], [0.33, 0.00, 0.34], [-0.12, -0.78, 0.54], [-0.04, 0.18, -0.30], [-0.34, 0.27, 0.31], [-0.41, 0.25, -0.54], [-0.69, 0.13, -0.07], [0.31, -0.98, 0.31], [-0.06, -0.33, -0.17], [-0.20, 0.60, 0.12], [0.30, 0.19, -0.55], [0.11, 0.22, 0.44], [-0.07, 0.07, 0.06], [0.21, -2.66, 3.92], [1.28, 0.80, -7.05], [0.42, -0.15, 0.78], [0.21, -0.19, 0.67], [0.97, -0.05, -0.66], [-4.12, 2.45, 4.35], [0.13, -1.10, -1.26], [1.50, -0.29, -2.06], [-0.29, 0.95, 1.52]]
}